ORCA calculation (ωB97M-V/def2-TZVPD) on a structure of composition C42H49BrF3N3O5PSZr.

Structure (XYZ):
```
106
C42H49BrF3N3O5PSZr, DFT ωB97M-V/def2-TZVPD
Zr 1.0264 0.5688 -1.5847
C -1.6952 4.0181 -2.8995
C -1.8605 3.1438 -1.8343
C -2.0927 1.7905 -2.0730
C -2.1814 1.3205 -3.3798
C -2.0074 2.1945 -4.4428
C -1.7641 3.5396 -4.2012
H -1.5294 5.0721 -2.7181
H -1.8414 3.5207 -0.8184
H -2.2817 1.1182 -1.2448
H -2.3722 0.2721 -3.5679
H -2.0683 1.8271 -5.4584
H -1.6428 4.2228 -5.0318
O 3.6491 0.3044 4.1599
C 4.1969 1.3920 3.8385
O 4.9229 2.1776 4.4239
C 3.6185 1.7075 2.4730
C 2.3142 2.2068 2.3844
C 1.6135 2.0467 1.2189
N 2.1434 1.4561 0.1334
C 3.4642 1.1730 0.1580
C 4.2389 1.3139 1.2785
C 3.9699 0.6267 -1.1416
O 5.1106 0.6018 -1.4814
O 2.9384 0.1881 -1.8923
H 1.8333 2.6335 3.2548
H 0.5769 2.3447 1.1440
H 5.2825 1.0305 1.2477
F 0.4808 -2.0880 -6.4371
C 1.6530 -2.4539 -5.8985
F 2.5648 -1.5387 -6.2478
F 2.0090 -3.6146 -6.4608
C 1.5468 -2.5843 -4.3989
C 1.8458 -3.7744 -3.7719
C 1.7614 -3.8814 -2.3833
C 1.3689 -2.7735 -1.6761
N 1.0492 -1.6241 -2.2855
C 1.1450 -1.4914 -3.6182
S 0.7476 0.1094 -4.1732
H 2.1578 -4.6223 -4.3663
H 2.0077 -4.8003 -1.8729
H 1.3070 -2.7769 -0.5972
Br 3.4572 6.8227 -3.5430
C 2.6973 5.1790 -3.0851
C 2.9745 4.0455 -3.8309
C 2.3986 2.8492 -3.4522
N 1.5753 2.7389 -2.3967
C 1.3277 3.8464 -1.6812
C 1.8569 5.0801 -1.9841
H 3.6324 4.0767 -4.6867
H 2.6044 1.9414 -4.0017
H 0.6810 3.7370 -0.8213
H 1.6263 5.9387 -1.3709
O -0.2691 -0.0503 -0.0684
P -0.9224 -0.7598 1.1696
C 0.3528 -0.9280 2.4500
C 1.7400 -1.3621 1.9186
C 2.0463 -2.8552 1.9879
C 1.7898 -3.4022 3.3822
C 0.3238 -3.1926 3.7243
C -0.0385 -1.7103 3.7297
C -2.3278 0.2984 1.6757
C -2.9864 0.0306 3.0508
C -2.4087 0.8365 4.2127
C -2.3746 2.3256 3.9056
C -1.5282 2.5544 2.6628
C -2.1086 1.8091 1.4662
C -1.5046 -2.3849 0.5816
C -1.9998 -2.3973 -0.8803
C -3.4724 -2.0464 -1.0599
C -4.3549 -2.9378 -0.1983
C -3.9651 -2.8074 1.2673
C -2.4924 -3.1416 1.4997
H 0.4576 0.1242 2.7443
H 2.4783 -0.8410 2.5391
H 1.8928 -0.9919 0.9000
H 3.0871 -3.0022 1.6926
H 1.4376 -3.4346 1.2805
H 2.4234 -2.8767 4.1029
H 2.0497 -4.4601 3.4349
H 0.0853 -3.6038 4.7065
H -0.2901 -3.7448 3.0035
H 0.5138 -1.2353 4.5455
H -1.0937 -1.5857 3.9693
H -3.0529 -0.0077 0.9117
H -2.9962 -1.0312 3.2923
H -4.0385 0.3124 2.9386
H -1.3924 0.5109 4.4493
H -3.0077 0.6332 5.1018
H -1.9711 2.8802 4.7529
H -3.3900 2.6993 3.7353
H -0.5083 2.2176 2.8762
H -1.4609 3.6178 2.4211
H -1.5147 1.9741 0.5677
H -3.0933 2.2367 1.2485
H -0.5606 -2.9424 0.6098
H -1.8453 -3.4181 -1.2469
H -1.3756 -1.7600 -1.5038
H -3.7319 -2.1507 -2.1152
H -3.6546 -0.9939 -0.8108
H -4.2355 -3.9779 -0.5201
H -5.4075 -2.6876 -0.3343
H -4.5705 -3.4713 1.8866
H -4.1944 -1.7928 1.6040
H -2.3497 -4.2052 1.2839
H -2.2283 -3.0237 2.5508
```

Properties
* multiplicity: 1
* gap between HOMO and LUMO: 6.75 eV
* lowest unoccupied orbital energy: -0.137 Ha
* total charge: +1
* energy above the lowest of the compared OMol25 structures with the same formula, charge and spin: 4.9 kcal/mol

Mulliken atomic charge list, values in e, 6 entries:
1 Zr -0.82
2 C -0.61
3 C -0.33
4 C 0.28
5 C -0.54
6 C -0.59